# 1
ORCA calculation (ωB97M-V/def2-TZVPD) on a structure of composition C27H36ClOOsSSbSe in a non-equilibrium geometry.

Results
Lowest unoccupied orbital energy (alpha / beta), eV: -7.336 / -7.765
M, g/mol: 835.1
Kohn-Sham gap (alpha / beta), eV: 6.120 / 5.723
Relative energy (zero: lowest compared OMol25 entry of this formula, charge and spin), eV: 1.4040
Charge: +2
HOMO level (alpha / beta), eV: -13.456 / -13.488
Spin multiplicity: 1

```
69
Properties=species:S:1:pos:R:3:forces:R:3
Os -1.201 -0.774 -1.006 1.2 0.2 -0.3
Cl 3.141 4.513 2.144 -0.1 -0.1 0.0
C 2.406 3.105 1.468 0.1 0.2 0.1
C 2.411 2.928 0.094 -0.1 -0.1 -0.2
C 1.792 1.811 -0.438 0.2 0.2 0.0
C 1.210 0.851 0.391 0.1 -0.1 -0.4
C 0.692 -0.376 -0.204 -1.6 -0.1 0.4
C 1.231 1.042 1.771 0.0 0.0 0.2
C 1.817 2.172 2.312 -0.1 -0.1 0.1
H 2.884 3.659 -0.546 0.0 0.0 0.0
H 1.795 1.663 -1.513 0.0 0.0 0.0
H 0.815 -1.263 0.422 0.3 -0.1 -0.1
H 1.006 -0.547 -1.265 0.2 0.1 0.0
H 0.791 0.299 2.427 0.0 0.0 0.0
H 1.836 2.330 3.381 0.0 0.0 0.0
C -4.358 -2.927 -0.871 0.1 0.0 0.0
Sb -3.310 -1.464 0.238 -0.7 -0.1 0.4
C -2.980 -2.312 2.142 0.1 0.0 -0.1
C -4.763 0.023 0.582 0.0 0.0 0.0
H -5.316 -3.094 -0.382 0.0 0.0 0.0
H -3.780 -3.848 -0.887 0.0 0.0 0.0
H -4.523 -2.576 -1.888 0.0 0.0 0.0
H -3.943 -2.598 2.561 0.0 0.0 0.0
H -2.506 -1.579 2.791 0.0 0.0 0.0
H -2.346 -3.191 2.048 0.0 0.0 0.0
H -5.606 -0.448 1.085 0.0 0.0 0.0
H -5.087 0.447 -0.365 0.0 0.0 0.0
H -4.346 0.807 1.211 0.0 0.0 0.0
C 0.833 6.619 -0.693 0.0 0.0 0.0
C 0.165 5.286 -0.868 0.0 0.0 0.0
C 0.094 4.674 -2.115 0.0 0.0 0.0
C -0.544 3.455 -2.297 0.1 -0.1 -0.1
C -0.650 2.829 -3.663 0.0 0.0 0.1
C -1.079 2.835 -1.170 -0.1 0.0 0.0
Se -2.176 1.273 -1.374 0.1 -0.2 0.2
C -1.044 3.413 0.107 0.0 0.0 0.0
C -1.706 2.814 1.323 0.0 0.0 -0.1
C -0.411 4.641 0.223 0.0 0.0 0.0
H 1.232 6.994 -1.634 0.0 0.0 0.0
H 1.651 6.550 0.026 0.0 0.0 0.0
H 0.126 7.354 -0.306 0.0 0.0 0.0
H 0.533 5.166 -2.975 0.0 0.0 0.0
H -0.053 3.373 -4.391 0.0 0.0 0.0
H -1.686 2.835 -4.014 0.0 0.0 0.0
H -0.309 1.790 -3.653 0.0 0.0 0.0
H -1.676 1.725 1.316 0.0 0.0 0.0
H -2.753 3.126 1.381 0.0 0.0 0.0
H -1.211 3.160 2.228 0.0 0.0 0.0
H -0.367 5.113 1.199 0.0 0.0 0.0
C 4.360 -4.237 2.606 0.0 0.0 0.0
C 3.373 -4.060 1.491 0.0 0.0 0.0
C 2.025 -4.391 1.668 -0.1 0.0 0.0
C 1.108 -4.234 0.645 0.0 0.0 0.1
C 1.547 -3.726 -0.573 0.0 0.1 0.0
C 2.878 -3.372 -0.774 0.0 0.0 0.0
C 3.782 -3.550 0.258 0.0 0.0 0.1
S 0.453 -3.493 -1.927 0.0 0.1 -0.1
C -0.185 -5.134 -2.172 -0.1 0.0 0.0
O -0.831 -2.762 -1.359 0.1 0.1 0.0
H 3.979 -4.905 3.375 0.0 0.0 0.0
H 4.577 -3.274 3.074 0.0 0.0 0.0
H 5.302 -4.636 2.232 0.0 0.0 0.0
H 1.698 -4.793 2.618 0.0 0.0 0.0
H 0.069 -4.498 0.796 0.0 0.0 0.0
H 3.202 -2.972 -1.727 0.0 0.0 0.0
H 4.823 -3.293 0.107 0.0 0.0 0.0
H -0.613 -5.498 -1.241 0.0 0.0 0.0
H 0.652 -5.759 -2.484 0.0 0.0 0.0
H -0.931 -5.086 -2.963 0.0 0.0 0.0
```
Forces are in eV/Å.

=====

# 2
ORCA calculation (ωB97M-V/def2-TZVPD) on the molecule C15H20Cl2N4O2 in a non-equilibrium geometry.

Results
SMILES: Cn1c([C@@](C)(N)C(=O)O)nc2cc(N(CCCl)CCCl)ccc21
Lowest unoccupied orbital energy, eV: 0.448
M, g/mol: 359.3
Kohn-Sham gap, eV: 8.342
Relative energy (zero: lowest compared OMol25 entry of this formula, charge and spin), eV: 2.6104
Charge: 0
HOMO level, eV: -7.894
Spin multiplicity: 1

```
43
Properties=species:S:1:pos:R:3:forces:R:3
C -2.866 -0.972 1.951 -1.2 0.4 -1.2
N -1.526 -0.873 1.484 1.7 -1.9 0.9
C -0.357 -1.379 2.109 -0.4 1.4 -2.3
C -0.354 -2.104 3.484 4.9 0.4 -1.6
C -1.030 -3.439 3.421 0.5 -1.4 1.3
N 1.168 -2.488 3.636 -1.9 1.9 1.6
C -0.822 -1.069 4.564 -3.6 -0.5 0.0
O -1.985 -1.277 4.909 2.3 1.1 0.2
O -0.143 0.101 4.882 -0.6 -3.1 -1.0
N 0.714 -1.114 1.327 -1.6 -1.3 1.1
C 0.201 -0.576 0.148 0.4 1.3 1.1
C 0.893 0.008 -0.903 -3.7 0.5 -0.8
C 0.150 0.762 -1.864 1.6 -0.6 1.0
N 0.760 1.515 -2.857 2.9 1.3 -1.2
C 0.446 1.222 -4.278 -1.4 0.1 0.9
C 1.540 1.189 -5.316 1.2 1.7 0.4
Cl 2.959 0.156 -4.760 -0.7 0.8 -0.4
C 1.971 2.303 -2.422 0.6 -1.9 -0.7
C 1.682 3.308 -1.326 1.6 0.0 0.5
Cl 1.468 4.848 -2.164 -0.8 1.1 0.1
C -1.214 0.962 -1.745 -1.2 -0.2 0.9
C -1.882 0.366 -0.679 -0.6 0.7 0.5
C -1.150 -0.327 0.290 -0.8 -0.4 -0.9
H -2.986 -0.107 2.507 -1.0 1.8 1.4
H -3.611 -0.926 1.131 0.7 -0.2 0.2
H -3.137 -1.778 2.587 0.4 -0.9 0.4
H -1.097 -3.816 4.502 -0.2 0.2 -1.7
H -0.432 -4.166 2.774 -0.6 1.1 1.0
H -1.958 -3.381 2.920 -1.4 -0.1 0.1
H 1.344 -3.429 3.395 -0.5 -1.4 0.2
H 1.605 -2.035 2.880 1.0 1.1 -1.0
H 0.701 -0.143 4.483 1.0 0.7 0.1
H 1.880 -0.201 -0.863 3.3 0.0 -0.7
H -0.197 2.083 -4.606 0.0 -1.0 -0.2
H -0.107 0.243 -4.234 0.3 1.1 -0.4
H 1.804 2.296 -5.524 0.5 -1.9 0.5
H 1.248 0.805 -6.286 -0.4 -0.3 0.1
H 2.532 2.841 -3.224 -1.3 -0.3 0.1
H 2.843 1.646 -2.145 -1.1 0.0 0.4
H 0.910 3.132 -0.546 0.3 -0.1 -1.0
H 2.656 3.433 -0.811 -0.7 0.0 0.1
H -1.706 1.733 -2.378 0.4 -1.0 0.4
H -2.915 0.646 -0.453 0.2 -0.2 -0.3
```
Forces are in eV/Å.